# 1
Computed, not measured: C29H58Br3F3IN4O4S as an isolated structure in a non-equilibrium geometry, with ωB97M-V/def2-TZVPD.

```
! wB97M-V def2-TZVPD RIJCOSX def2/J DEFGRID3
* xyz 1 1
C 3.05 -3.90 0.88
C 3.11 -3.09 -0.39
O 1.91 -2.37 -0.60
C 1.91 -1.01 -0.22
C 0.83 -0.72 0.84
C -0.38 0.16 0.51
C -0.23 1.65 0.12
C 0.51 1.90 -1.22
C 0.00 3.02 -2.16
C 0.15 4.49 -1.80
F -0.72 4.84 -0.79
Br -0.39 5.49 -3.39
C 1.58 4.95 -1.37
F 1.65 4.88 -0.02
F 2.47 4.09 -1.89
Br 2.06 6.75 -1.88
C 0.19 2.49 1.35
C 1.49 2.15 2.05
O 1.53 1.89 3.20
Br 3.15 2.10 1.06
C -1.73 1.96 -0.04
N -2.23 0.81 -0.85
C -3.68 0.78 -1.21
S -3.98 1.53 -2.83
C -4.13 0.13 -3.97
C -3.04 0.06 -5.04
C -1.51 -0.45 -0.34
I -0.91 -1.52 -2.11
C -2.37 -1.42 0.48
C -3.22 -0.80 1.61
C -4.72 -1.10 1.46
C -5.11 -2.46 2.07
N -6.14 -3.11 1.25
H 2.83 -3.29 1.75
H 3.97 -4.47 1.03
H 2.24 -4.63 0.79
H 3.22 -3.77 -1.24
H 3.98 -2.43 -0.42
H 2.88 -0.74 0.19
H 1.79 -0.41 -1.12
H 1.31 -0.34 1.73
H 0.45 -1.70 1.12
H -0.87 0.25 1.49
H 1.57 1.99 -1.03
H 0.39 1.00 -1.81
H -1.05 2.87 -2.40
H 0.52 2.90 -3.10
H -0.54 2.34 2.13
H 0.20 3.55 1.11
H -2.02 2.91 -0.49
H -2.24 1.93 0.92
H -1.79 0.96 -1.76
H -4.22 1.41 -0.51
H -4.05 -0.23 -1.22
H -4.18 -0.80 -3.41
H -5.09 0.27 -4.45
H -3.49 0.02 -6.03
H -2.38 0.93 -5.03
H -2.43 -0.83 -4.94
H -1.67 -2.15 0.87
H -3.03 -1.96 -0.20
H -2.89 -1.23 2.55
H -3.07 0.27 1.71
H -5.27 -0.32 1.98
H -5.05 -1.09 0.43
H -4.24 -3.10 2.11
H -5.46 -2.29 3.09
H -7.05 -2.73 1.49
H -6.17 -4.10 1.46
C 3.63 5.48 5.73
C 3.74 4.76 4.39
C 5.18 4.48 3.94
O 5.87 5.60 3.44
C 6.43 6.47 4.41
N 2.99 5.51 3.38
H 3.84 6.55 5.63
H 2.62 5.39 6.13
H 4.32 5.06 6.46
H 3.25 3.79 4.51
H 5.14 3.77 3.11
H 5.76 4.00 4.74
H 6.78 5.91 5.28
H 5.71 7.23 4.74
H 7.27 6.98 3.95
H 2.96 4.97 2.52
H 3.54 6.33 3.14
C 0.05 -7.02 -4.30
C 0.69 -6.36 -3.08
C -0.08 -6.56 -1.77
O -1.26 -5.78 -1.64
C -2.40 -6.29 -2.30
N 0.90 -4.93 -3.37
H -0.79 -6.45 -4.67
H 0.78 -7.09 -5.10
H -0.29 -8.03 -4.06
H 1.67 -6.81 -2.93
H 0.56 -6.24 -0.95
H -0.31 -7.62 -1.61
H -2.43 -7.38 -2.26
H -2.46 -5.97 -3.34
H -3.28 -5.91 -1.77
H 1.43 -4.51 -2.61
H -0.01 -4.49 -3.32
*
```

The gap between HOMO and LUMO is 7.897 eV. The calculation puts the energy above the lowest of the compared OMol25 structures with the same formula, charge and spin at 18.4 kJ/mol. The HOMO energy comes out at -10.693 eV.

# 2
Computed, not measured: a 2-piece molecular cluster, C3H9N3 overall in a non-equilibrium geometry, with ωB97M-V/def2-TZVPD.

```
! wB97M-V def2-TZVPD RIJCOSX def2/J DEFGRID3
* xyz 0 1
C -2.06 -0.21 0.95
C -0.78 -0.57 2.84
N -1.44 -1.11 1.92
H -2.54 -0.80 0.16
H -1.34 0.43 0.43
H -2.86 0.35 1.42
H -0.16 -1.18 3.49
H -0.67 0.50 2.97
N 2.19 1.10 -1.46
C 1.46 0.31 -2.30
N 1.68 -0.92 -2.50
H 2.41 2.04 -1.70
H 2.61 0.71 -0.63
H 0.64 0.78 -2.84
H 0.84 -1.43 -2.76
*
```

The gap between HOMO and LUMO is 10.013 eV. The calculation puts the energy above the lowest of the compared OMol25 structures with the same formula, charge and spin at 195.8 kJ/mol. The HOMO energy comes out at -9.140 eV.

# 3
Computed, not measured: C40H44IrO2P2 as an isolated structure, with ωB97M-V/def2-TZVPD.

```
! wB97M-V def2-TZVPD RIJCOSX def2/J DEFGRID3
* xyz 1 1
Ir 0.25 0.00 0.97
C -2.48 1.43 -0.33
C -2.81 1.31 1.16
P -1.20 1.33 2.01
C -1.46 1.11 3.77
C -2.74 1.05 4.33
C -2.89 0.93 5.70
C -1.77 0.86 6.52
C -0.49 0.92 5.97
C -0.34 1.04 4.60
C -0.61 3.05 1.88
C -1.47 4.10 2.20
C -1.04 5.41 2.12
C 0.26 5.69 1.73
C 1.13 4.65 1.43
C 0.70 3.34 1.50
P -1.12 0.26 -0.75
C -0.37 0.99 -2.22
C 0.28 2.22 -2.08
C 0.73 2.89 -3.20
C 0.54 2.35 -4.46
C -0.10 1.13 -4.61
C -0.56 0.45 -3.49
C -1.85 -1.30 -1.26
C -3.20 -1.58 -1.13
C -3.68 -2.84 -1.47
C -2.81 -3.82 -1.93
C -1.45 -3.54 -2.07
C -0.97 -2.28 -1.73
H -2.09 2.42 -0.54
H -3.33 1.26 -0.99
H -3.30 0.36 1.40
H -3.45 2.13 1.49
H -3.62 1.10 3.70
H -3.88 0.89 6.14
H -1.89 0.77 7.59
H 0.38 0.86 6.60
H 0.66 1.08 4.17
H -2.48 3.89 2.54
H -1.72 6.22 2.37
H 0.60 6.72 1.67
H 2.16 4.87 1.15
H 1.40 2.54 1.28
H 0.43 2.65 -1.10
H 1.24 3.84 -3.09
H 0.89 2.88 -5.34
H -0.25 0.70 -5.59
H -1.06 -0.50 -3.61
H -3.90 -0.84 -0.76
H -4.73 -3.06 -1.36
H -3.18 -4.80 -2.19
H -0.77 -4.29 -2.44
H 0.08 -2.05 -1.86
C 2.48 -1.33 -5.85
C 2.62 -1.25 -4.35
C 2.39 -2.37 -3.56
C 2.53 -2.33 -2.18
C 2.36 -3.58 -1.36
C 2.85 -1.10 -1.58
C 3.11 0.03 -2.35
C 3.57 1.32 -1.72
C 3.00 -0.06 -3.73
C 2.97 -1.02 -0.09
O 3.73 -1.69 0.57
O 2.14 -0.13 0.48
H 3.13 -2.10 -6.27
H 2.73 -0.38 -6.32
H 1.45 -1.59 -6.13
H 2.14 -3.31 -4.04
H 2.20 -4.44 -2.01
H 1.50 -3.51 -0.68
H 3.23 -3.76 -0.75
H 4.41 1.15 -1.04
H 2.77 1.78 -1.13
H 3.89 2.03 -2.48
H 3.22 0.81 -4.34
C 1.09 -2.03 3.27
C 0.11 -2.56 2.23
C -0.61 -3.81 2.75
C -0.92 -1.50 1.83
H 1.87 -2.77 3.47
H 0.57 -1.81 4.21
H 1.62 -1.12 2.95
H 0.66 -2.84 1.33
H -1.16 -3.58 3.66
H 0.11 -4.59 2.98
H -1.31 -4.20 2.01
H -1.49 -1.21 2.72
H -1.62 -1.91 1.11
*
```

The gap between HOMO and LUMO is 7.533 eV. The calculation puts the energy above the lowest of the compared OMol25 structures with the same formula, charge and spin at 0.0 kJ/mol. The HOMO energy comes out at -10.906 eV.

# 4
Computed, not measured: one molecule with the formula C5H8O in a non-equilibrium geometry, with ωB97M-V/def2-TZVPD.

```
! wB97M-V def2-TZVPD RIJCOSX def2/J DEFGRID3
* xyz 0 1
C 1.65 0.43 -0.87
C 0.47 1.03 -1.10
C 1.19 -0.20 0.44
C -0.20 0.41 0.11
C -1.50 -0.64 -0.41
O -0.84 1.15 1.07
H 2.63 0.68 -1.32
H 0.14 1.62 -2.04
H 1.39 -1.27 0.50
H 1.55 0.07 1.44
H -1.84 -1.33 0.38
H -1.14 -1.19 -1.31
H -2.35 0.07 -0.73
H -0.27 1.59 1.64
*
```

The gap between HOMO and LUMO is 10.453 eV. The calculation puts the energy above the lowest of the compared OMol25 structures with the same formula, charge and spin at 278.4 kJ/mol. The HOMO energy comes out at -9.494 eV.

# 5
Computed, not measured: one molecule with the formula C6H8N2O in a non-equilibrium geometry, with ωB97M-V/def2-TZVPD.

```
! wB97M-V def2-TZVPD RIJCOSX def2/J DEFGRID3
* xyz 0 1
C -0.05 -2.18 1.05
C -0.97 -1.09 0.64
C -0.33 0.27 0.30
C 0.30 2.31 0.13
C 1.11 1.66 -0.74
C 1.34 -0.78 -1.50
H 0.50 -2.78 0.34
H -0.66 -2.95 1.52
H 0.74 -1.81 1.68
H 0.42 3.45 0.35
H 1.76 2.01 -1.38
H 1.75 -0.17 -2.31
H 1.91 -1.26 -0.75
H 0.56 -1.28 -1.78
N -0.57 1.51 0.69
N 0.75 0.38 -0.71
O -2.08 -1.19 0.40
*
```

The gap between HOMO and LUMO is 9.112 eV. The calculation puts the energy above the lowest of the compared OMol25 structures with the same formula, charge and spin at 219.2 kJ/mol. The HOMO energy comes out at -8.464 eV.

Q: Which of these has the highest energy above the lowest of the compared OMol25 structures with the same formula, charge and spin?
A: C5H8O